H12O6 | ωB97M-V/def2-TZVPD

Summary:
**Total energy**: -458.2220 a.u.
**Spin multiplicity**: 2
**<S²>**: 0.7571
**Net charge**: +1
**Kohn-Sham gap (spin up / spin down)**: 10.910 / 2.973 eV

Structure (XYZ):
```
18
Properties=species:S:1:pos:R:3:mulliken_spin:R:1
O -2.49854 1.15211 -1.41999 0.000
H -2.93110 1.18707 -0.56682 0.000
H -2.99217 1.76523 -1.96464 0.000
O -0.58389 3.65539 -0.01838 0.000
H -1.49720 3.80135 0.22817 0.000
H -0.63180 3.21525 -0.86703 0.000
O -0.93860 -3.18393 -0.31671 0.392
H -0.81336 -2.23495 -0.31900 -0.012
H -0.76066 -3.44730 0.58617 -0.011
O 1.75962 -0.59198 2.82623 0.000
H 2.02837 -1.50998 2.86229 0.000
H 2.11607 -0.20596 3.62633 0.000
O 0.46839 -0.24418 -0.08128 0.003
H 0.01436 0.59469 -0.16124 0.000
H 0.84666 -0.22949 0.79787 -0.001
O 2.01852 -1.56772 -1.91514 0.661
H 2.81054 -1.06023 -2.09231 -0.015
H 1.58479 -1.09536 -1.20452 -0.019
```